No. 1
Computed, not measured: a molecular structure, C36H31FNO3PReS6 at a distorted geometry, with wB97M-V/def2-TZVPD.

- Electronic energy: -4579.5837 Ha
- Kohn-Sham gap (spin up / spin down): 0.1892 / 0.2186 Eh
- Energy above the lowest of the compared OMol25 structures with the same formula, charge and spin: 126.31 kJ/mol
- Highest occupied orbital energy (spin up / spin down): -7.28 / -7.35 eV
- 2S+1: 2

Geometry as XYZ:
```
80
Properties=species:S:1:pos:R:3:forces:R:3:mulliken_spin:R:1
Re 0.484 -0.216 0.653 -1.06 -0.37 0.81 1.41
N -2.012 -1.095 -2.464 -0.15 -0.03 0.43 -0.01
C -1.313 -0.437 -3.433 -0.18 0.17 -0.16 0.00
C -1.713 -0.647 -4.764 0.11 0.04 -0.06 0.00
C -1.091 -0.024 -5.815 0.04 0.04 0.09 0.00
C -0.037 0.853 -5.572 -0.07 -0.05 -0.01 0.00
C 0.364 1.057 -4.273 0.11 0.11 -0.12 0.00
C -0.236 0.421 -3.178 0.18 -0.09 0.08 0.00
P 0.467 0.934 -1.552 0.02 0.45 -0.42 0.00
C 2.215 1.169 -2.112 0.01 0.02 0.21 -0.01
C 2.797 2.416 -2.324 -0.02 0.06 0.10 0.00
C 4.105 2.517 -2.774 0.06 0.00 -0.02 0.00
C 4.847 1.376 -3.023 -0.02 -0.03 0.01 0.00
C 4.272 0.127 -2.824 0.04 0.07 -0.01 0.00
C 2.970 0.024 -2.372 -0.02 -0.02 0.05 -0.01
C -0.161 2.655 -1.455 0.01 -0.07 0.07 -0.01
C -1.292 3.057 -2.160 0.03 -0.15 0.08 0.00
C -1.768 4.353 -2.050 0.00 0.10 0.02 0.00
C -1.110 5.271 -1.247 -0.03 -0.04 -0.03 0.00
C 0.016 4.881 -0.541 -0.01 0.05 -0.01 0.00
C 0.478 3.582 -0.634 0.12 -0.03 0.02 0.01
H -1.947 -0.801 -1.498 -0.08 -0.16 -0.36 0.00
H -2.894 -1.499 -2.730 0.04 0.03 0.07 0.00
H -2.541 -1.316 -4.945 -0.13 -0.12 -0.03 0.00
H -1.429 -0.209 -6.822 -0.04 -0.03 -0.14 0.00
H 0.461 1.363 -6.380 0.04 0.06 -0.09 0.00
H 1.175 1.749 -4.096 -0.06 -0.04 -0.08 0.00
H 2.230 3.319 -2.156 0.02 0.00 -0.05 0.00
H 4.537 3.493 -2.936 0.05 0.09 -0.02 0.00
H 5.863 1.456 -3.376 0.12 0.01 -0.04 0.00
H 4.837 -0.770 -3.023 0.07 -0.11 -0.03 0.00
H 2.536 -0.954 -2.226 0.00 -0.04 -0.01 0.00
H -1.811 2.359 -2.798 -0.04 -0.10 -0.11 0.00
H -2.651 4.645 -2.598 -0.07 0.02 -0.05 0.00
H -1.475 6.284 -1.169 -0.04 0.09 0.01 0.00
H 0.531 5.584 0.096 0.06 0.08 0.06 0.00
H 1.344 3.292 -0.053 -0.05 0.04 -0.05 0.01
S -3.589 -5.386 3.753 0.01 -0.01 0.04 -0.06
C -2.701 -4.163 3.149 -0.01 0.06 -0.14 0.00
S -1.105 -3.755 3.704 0.06 0.03 0.02 0.01
C -0.807 -2.424 2.617 -0.62 -0.06 -0.17 -0.05
C -1.826 -2.145 1.738 0.05 0.03 0.21 -0.04
S -1.763 -0.800 0.674 1.07 -0.20 0.11 -0.22
S -3.238 -3.149 1.839 -0.10 -0.08 0.08 0.01
S 0.589 -1.477 2.729 0.41 0.21 -0.44 -0.21
C 4.914 1.383 1.031 -0.04 -0.13 0.05 0.00
C 3.991 0.184 1.028 0.22 -0.15 0.20 -0.01
O 2.651 0.629 0.788 -0.46 0.26 -0.69 0.03
H 5.920 1.069 1.291 0.16 -0.02 0.01 0.00
H 4.583 2.122 1.760 -0.04 0.01 0.05 0.00
H 4.951 1.848 0.045 -0.02 0.02 -0.08 0.00
H 3.977 -0.308 2.001 0.02 -0.02 -0.06 0.00
H 4.272 -0.546 0.266 0.03 -0.01 0.03 0.00
H 2.707 1.204 -0.001 -0.05 -0.22 0.37 -0.01
O 2.802 3.836 7.689 -0.24 0.11 -0.01 0.00
C 3.316 2.973 6.782 0.16 -0.07 0.03 0.00
O 4.386 2.460 6.974 -0.21 0.14 0.03 0.00
C 2.486 2.710 5.576 -0.04 -0.06 -0.10 0.02
C 2.748 1.551 4.852 -0.01 0.20 0.20 -0.01
C 2.021 1.248 3.722 0.02 -0.22 -0.24 0.02
C 1.016 2.098 3.268 0.02 0.15 -0.18 0.01
S 0.042 1.856 1.829 -0.10 0.02 0.17 0.03
C 0.764 3.272 3.989 -0.02 -0.04 -0.03 0.02
C 1.482 3.570 5.127 0.12 -0.09 0.06 -0.01
H 1.893 4.077 7.447 0.35 -0.12 0.09 0.00
H 3.531 0.892 5.198 0.07 -0.04 0.04 0.00
H 2.248 0.343 3.177 0.00 0.15 0.09 0.01
H -0.001 3.950 3.638 -0.05 0.03 -0.03 0.00
H 1.275 4.507 5.632 0.00 0.02 0.02 0.00
F 3.175 -5.185 -2.160 -0.14 0.25 0.14 0.00
C 2.563 -4.135 -1.556 0.05 -0.18 -0.11 0.03
C 1.426 -3.597 -2.122 0.21 -0.07 0.04 -0.02
C 0.829 -2.509 -1.504 -0.21 0.19 0.04 0.03
C 1.315 -1.941 -0.319 0.16 -0.04 0.03 -0.05
C 2.435 -2.579 0.233 0.02 0.00 -0.02 0.07
C 3.078 -3.646 -0.372 -0.06 -0.08 -0.16 -0.01
H 1.030 -4.016 -3.032 -0.07 -0.06 -0.14 0.00
H -0.048 -2.094 -1.977 -0.02 -0.06 0.01 0.01
H 2.810 -2.265 1.192 0.12 0.12 0.17 -0.01
H 3.942 -4.114 0.071 0.11 -0.06 0.07 0.00
```
Positions in Å, forces in eV/Å.

---

No. 2
Computed, not measured: a molecular structure, C8H29BeN14O10 at a distorted geometry, with wB97M-V/def2-TZVPD.

- Electronic energy: -1855.8602 Ha
- Kohn-Sham gap: 0.2820 Eh
- Energy above the lowest of the compared OMol25 structures with the same formula, charge and spin: 678.52 kJ/mol
- Total charge: +1
- Highest occupied orbital energy: -10.55 eV
- 2S+1: 1

Geometry as XYZ:
```
62
Properties=species:S:1:pos:R:3:forces:R:3:nbo_charge:R:1
Be 0.260 0.180 -0.175 -0.13 -2.00 0.34 1.72
O -1.113 -3.843 1.859 -2.68 -3.12 -1.60 -0.69
C -0.426 -2.777 1.955 2.22 3.10 -1.80 0.93
O -0.093 -2.108 0.988 0.00 1.80 -2.97 -0.81
O -0.063 -2.585 3.106 1.27 1.60 4.22 -0.85
H -0.971 -3.887 2.807 -1.20 -2.40 1.68 0.50
C -3.441 -0.644 -0.150 5.40 0.26 -1.85 0.75
O -2.326 -0.656 -0.678 0.72 0.96 -1.27 -0.71
N -3.608 -1.438 0.831 -1.12 -3.92 4.12 -0.81
N -4.416 0.144 -0.371 -4.19 3.13 -1.21 -0.80
H -4.550 -1.679 1.104 0.40 -0.43 0.34 0.37
H -2.853 -2.107 0.888 -0.29 -0.37 0.39 0.43
H -4.426 0.872 -1.071 0.06 -0.40 0.18 0.42
H -5.235 -0.095 0.170 -0.25 0.85 -0.56 0.38
C 3.276 -1.276 0.378 -1.75 -1.46 1.31 0.79
O 2.624 -0.442 -0.231 -0.76 1.86 -0.64 -0.73
N 4.563 -1.370 0.570 4.25 1.76 -1.27 -0.81
N 2.750 -2.284 1.049 -2.67 -2.05 1.05 -0.84
H 4.929 -2.257 0.885 0.32 0.73 -0.02 0.40
H 5.160 -0.626 0.238 0.24 -0.52 -0.15 0.40
H 3.294 -3.064 1.391 -0.18 0.50 0.12 0.38
H 1.832 -2.154 1.449 -0.56 -0.27 -0.46 0.45
C -1.989 2.899 -1.643 0.47 1.54 -1.75 0.75
O -1.417 1.892 -1.573 4.01 -6.02 -0.06 -0.67
N -2.618 3.405 -0.677 -3.95 2.10 6.23 -0.82
N -2.000 3.700 -2.672 0.00 1.48 -3.50 -0.83
H -3.186 4.234 -0.783 0.20 -0.30 0.57 0.38
H -2.492 2.932 0.206 -0.37 0.08 -0.20 0.41
H -1.239 3.544 -3.316 -0.45 0.72 -0.27 0.41
H -2.511 4.554 -2.498 0.84 0.19 -1.18 0.38
C 1.827 1.419 -3.398 -2.25 0.80 -0.48 0.78
O 1.448 0.932 -2.381 -0.76 -1.18 3.20 -0.68
N 3.069 1.540 -3.770 3.65 -0.25 -0.93 -0.81
N 0.991 1.991 -4.290 -1.02 0.58 -1.18 -0.84
H 3.204 1.622 -4.767 0.66 -0.02 0.35 0.39
H 3.766 1.057 -3.220 -0.04 0.15 -0.20 0.41
H 1.416 2.179 -5.186 -0.77 0.16 -0.04 0.38
H 0.011 1.753 -4.245 0.23 -0.13 -0.04 0.41
C -1.759 1.563 2.370 -1.44 1.38 -1.56 0.78
O -1.041 1.476 1.404 1.83 1.08 -3.38 -0.74
N -2.678 2.516 2.620 -0.95 2.69 -0.79 -0.84
N -1.855 0.640 3.220 0.17 -3.37 3.36 -0.78
H -3.331 2.448 3.387 0.28 0.07 -0.30 0.39
H -2.812 3.299 1.996 0.15 -0.19 0.40 0.39
H -2.499 0.856 3.967 0.77 -1.36 0.44 0.39
H -1.125 -0.050 3.115 -0.33 -0.66 0.80 0.44
C 0.826 -2.293 -2.689 -1.89 -0.29 0.05 0.77
O 0.264 -1.528 -1.982 -1.83 3.15 2.84 -0.66
N 2.049 -2.258 -3.103 6.40 1.57 -0.65 -0.85
N 0.254 -3.302 -3.294 -1.80 -3.40 -1.76 -0.81
H 2.616 -1.451 -2.886 -0.18 -0.17 0.50 0.40
H 2.577 -3.113 -3.209 -0.14 0.22 -0.09 0.39
H -0.734 -3.406 -3.476 0.25 0.10 0.51 0.41
H 0.913 -3.702 -3.947 -1.13 -0.42 -0.34 0.37
C 1.666 0.332 3.289 -3.12 -3.64 1.16 0.77
O 1.160 0.185 2.207 -1.11 0.53 -3.66 -0.74
N 2.578 1.171 3.564 4.26 4.17 0.10 -0.81
N 1.219 -0.437 4.295 0.82 0.71 1.51 -0.85
H 2.825 1.769 2.789 0.28 -0.03 0.27 0.41
H 3.087 1.291 4.429 -0.44 -0.18 -0.17 0.41
H 1.879 -0.472 5.059 -0.85 -0.64 0.36 0.38
H 0.476 -1.093 4.098 0.51 -0.84 -0.07 0.45
```
Positions in Å, forces in eV/Å.

---

No. 3
Computed, not measured: 2 unconnected molecules or ions with the total composition C3H11NOS at a distorted geometry, with wB97M-V/def2-TZVPD.

- Electronic energy: -649.0042 Ha
- Kohn-Sham gap: 0.3466 Eh
- Energy above the lowest of the compared OMol25 structures with the same formula, charge and spin: 204.29 kJ/mol
- Highest occupied orbital energy: -8.74 eV
- Structure (SMILES): CNCCS.O
- 2S+1: 1

Geometry as XYZ:
```
17
Properties=species:S:1:pos:R:3:forces:R:3:nbo_charge:R:1
C -1.707 1.216 0.021 -0.37 1.80 1.60 -0.40
N -0.657 1.149 1.026 0.56 -3.06 -2.06 -0.65
C 0.612 0.475 0.663 -3.18 1.82 -2.67 -0.23
C 0.512 -1.002 0.775 0.53 -1.29 0.46 -0.56
S 2.157 -1.644 0.940 1.90 -0.72 -2.42 -0.05
H -1.522 0.423 -0.641 -0.24 -1.17 -0.98 0.18
H -1.696 2.163 -0.570 -0.04 -0.50 0.27 0.17
H -2.707 1.124 0.527 0.81 -0.06 -0.75 0.20
H -0.572 1.843 1.662 0.16 2.61 1.98 0.37
H 0.824 0.733 -0.426 -0.26 -0.44 0.63 0.15
H 1.451 0.986 1.043 0.94 -0.07 1.58 0.23
H -0.096 -1.451 1.550 0.21 0.80 1.12 0.25
H 0.051 -1.587 -0.001 -0.15 0.52 -0.90 0.20
H 2.579 -1.516 -0.495 -0.90 -0.22 2.67 0.15
O 0.409 -1.204 -2.395 0.00 3.36 1.38 -0.91
H -0.108 -1.482 -1.634 -0.24 -0.91 -0.26 0.45
H 0.472 -0.225 -2.043 0.26 -2.46 -1.65 0.46
```
Positions in Å, forces in eV/Å.

---

No. 4
Computed, not measured: C4H7NO in the gas phase at a distorted geometry, with wB97M-V/def2-TZVPD.

- Electronic energy: -286.5760 Ha
- Kohn-Sham gap: 0.4282 Eh
- Energy above the lowest of the compared OMol25 structures with the same formula, charge and spin: 146.08 kJ/mol
- Highest occupied orbital energy: -10.78 eV
- Structure (SMILES): CCOCC#N
- 2S+1: 1

Geometry as XYZ:
```
13
Properties=species:S:1:pos:R:3:forces:R:3:nbo_charge:R:1
C -0.317 1.083 1.695 0.00 -0.01 0.02 -0.62
C 0.034 0.593 0.306 -0.01 0.29 -0.02 -0.07
O 0.035 -0.829 0.298 -0.06 -0.03 0.01 -0.51
C 0.458 -1.378 -0.914 0.13 -0.14 -0.13 -0.16
C -0.322 -0.920 -2.090 -0.46 0.37 -0.81 0.24
N -0.863 -0.519 -3.030 0.45 -0.43 0.93 -0.31
H 0.417 0.749 2.434 -0.08 0.02 -0.13 0.21
H -0.338 2.178 1.697 0.00 -0.16 0.01 0.22
H -1.304 0.720 1.997 0.13 0.03 -0.06 0.22
H 1.024 0.966 -0.001 -0.11 -0.08 0.05 0.16
H -0.701 0.955 -0.426 0.11 0.00 0.08 0.18
H 0.369 -2.464 -0.824 0.00 0.15 -0.07 0.23
H 1.508 -1.135 -1.141 -0.09 -0.01 0.13 0.21
```
Positions in Å, forces in eV/Å.

---

No. 5
Computed, not measured: 2 unconnected molecules or ions with the total composition C4H12 at a distorted geometry, with wB97M-V/def2-TZVPD.

- Electronic energy: -159.5299 Ha
- Kohn-Sham gap: 0.4453 Eh
- Energy above the lowest of the compared OMol25 structures with the same formula, charge and spin: 144.49 kJ/mol
- Highest occupied orbital energy: -11.04 eV
- Structure (SMILES): CC.CC
- 2S+1: 1

Geometry as XYZ:
```
16
Properties=species:S:1:pos:R:3:forces:R:3:nbo_charge:R:1
C 0.072 -1.640 -2.176 1.93 -1.56 2.88 -0.59
C 1.034 -0.462 -2.062 -0.38 -1.18 0.30 -0.64
H 0.573 -2.557 -2.447 0.39 -0.51 0.24 0.19
H -0.507 -1.845 -1.262 0.13 0.18 -0.28 0.20
H -0.565 -1.508 -2.954 -2.11 0.84 -2.25 0.20
H 0.287 0.296 -1.935 0.41 1.73 -1.44 0.22
H 1.799 -0.647 -2.833 -0.69 1.49 -0.34 0.22
H 1.598 -0.280 -1.167 0.31 -0.98 0.90 0.20
C -0.969 0.508 2.259 -5.27 -1.92 0.84 -0.64
C -0.066 1.611 1.941 2.05 1.13 -2.44 -0.61
H -1.695 0.990 2.960 0.27 -0.53 -0.02 0.20
H -1.778 0.073 1.521 1.95 1.29 0.38 0.21
H -0.749 -0.440 2.795 1.19 0.87 -0.32 0.22
H -0.571 2.599 1.759 0.13 -1.12 0.08 0.21
H 0.595 1.791 2.773 0.39 0.03 0.28 0.21
H 0.587 1.423 1.021 -0.70 0.25 1.18 0.20
```
Positions in Å, forces in eV/Å.

---

No. 6
Computed, not measured: C25H30N4O2 in the gas phase at a distorted geometry, with wB97M-V/def2-TZVPD.

- Electronic energy: -1339.3008 Ha
- Kohn-Sham gap: 0.2971 Eh
- Energy above the lowest of the compared OMol25 structures with the same formula, charge and spin: 2448.15 kJ/mol
- Highest occupied orbital energy: -7.94 eV
- Structure (SMILES): Cc1ccc(CN2CCN(Cc3ccc(Oc4ncccn4)cc3)C[C@@H]2CCO)cc1
- 2S+1: 1

Geometry as XYZ:
```
61
Properties=species:S:1:pos:R:3:forces:R:3:nbo_charge:R:1
C 3.239 -6.961 -5.027 -2.92 -2.61 4.60 -0.61
C 2.254 -5.885 -4.331 4.21 -8.22 1.63 0.03
C 1.668 -6.220 -3.013 6.44 -5.81 -4.66 -0.19
C 0.914 -5.361 -2.499 -3.33 4.76 -0.09 -0.22
C 0.543 -4.095 -3.280 0.44 -3.93 6.34 -0.03
C -0.319 -3.202 -2.389 3.93 -10.15 5.54 -0.21
N 0.263 -2.796 -1.096 4.88 4.80 -3.55 -0.43
C 1.411 -2.050 -1.702 -7.36 13.47 8.10 -0.18
C 2.253 -1.158 -0.666 -8.83 -9.46 8.12 -0.18
N 1.406 -0.407 0.367 0.78 1.80 -3.76 -0.41
C 1.052 0.856 -0.250 5.70 -2.48 -7.22 -0.24
C 0.667 1.800 0.618 -8.39 6.44 -1.49 -0.13
C -0.531 2.623 0.321 -0.75 -0.89 -0.58 -0.12
C -1.276 3.413 1.249 0.04 -1.26 -7.29 -0.29
C -0.684 3.615 2.345 5.62 -0.40 9.60 0.28
O -1.294 4.454 3.358 3.88 -15.36 1.42 -0.41
C -1.434 5.588 3.325 -3.11 10.16 -9.08 0.74
N -1.504 6.113 1.987 5.49 -8.17 2.11 -0.57
C -1.947 7.194 1.861 -3.96 15.37 -3.02 0.14
C -2.477 8.163 2.855 2.69 -8.72 1.99 -0.40
C -2.536 7.238 4.120 -5.31 17.36 -4.93 0.16
N -2.175 6.139 4.142 1.95 -8.67 7.48 -0.53
C 0.522 2.894 2.846 -1.22 0.34 -2.69 -0.23
C 1.146 2.068 1.771 2.61 0.95 9.45 -0.16
C 0.138 -1.080 0.598 7.11 -1.85 1.92 -0.30
C -0.438 -1.638 -0.532 -6.80 -5.31 0.71 -0.07
C -1.686 -2.473 0.103 -4.39 0.94 -1.08 -0.44
C -1.526 -3.651 0.989 3.97 -1.89 1.10 -0.12
O -0.525 -4.761 0.597 -2.74 1.64 1.15 -0.75
C 1.193 -3.935 -4.401 -0.79 2.67 -2.53 -0.18
C 2.156 -4.843 -5.027 -4.92 6.34 0.36 -0.27
H 3.740 -6.528 -5.767 2.48 2.20 -2.76 0.19
H 4.060 -7.382 -4.170 -2.60 0.53 -2.65 0.21
H 2.530 -7.669 -5.653 1.61 0.38 1.94 0.22
H 2.096 -7.321 -2.661 -1.66 3.15 -0.33 0.22
H 0.513 -5.657 -1.608 -1.57 0.22 2.51 0.23
H -1.086 -3.693 -1.936 -3.06 -2.14 -0.42 0.21
H -0.564 -2.515 -2.873 -4.25 11.11 -7.21 0.16
H 2.024 -2.496 -2.086 11.51 -9.60 -7.63 0.15
H 1.358 -1.046 -2.369 -1.95 -2.52 0.08 0.17
H 3.066 -0.741 -0.835 7.13 4.09 -2.36 0.18
H 2.524 -2.065 0.205 0.20 1.89 -2.46 0.15
H 0.396 0.817 -1.241 1.11 -0.04 2.01 0.19
H 2.178 1.158 -0.660 -2.65 -0.05 0.45 0.20
H -0.980 2.641 -0.699 0.60 -0.49 0.70 0.21
H -1.991 4.132 0.918 -0.78 -0.25 -0.30 0.27
H -1.864 7.943 0.803 -0.26 -2.99 1.75 0.12
H -3.094 8.940 2.581 -0.89 1.83 -0.14 0.21
H -3.108 7.894 4.753 -0.29 -1.14 2.05 0.18
H 0.874 2.947 3.956 -0.60 0.02 -2.54 0.25
H 2.014 1.450 2.083 -0.41 0.57 0.01 0.22
H -0.285 -0.453 1.235 -3.32 2.60 2.25 0.23
H 0.654 -1.761 1.256 -1.25 -1.86 0.58 0.23
H -0.969 -0.886 -1.086 0.38 0.11 -1.55 0.22
H -2.549 -2.794 -0.612 1.88 0.87 0.16 0.21
H -2.294 -1.782 0.747 0.60 -0.18 -0.42 0.22
H -2.260 -4.222 1.445 -3.08 -1.08 -1.00 0.22
H -1.300 -3.296 1.969 1.94 0.81 0.92 0.16
H 0.072 -4.196 0.145 1.66 0.42 -0.93 0.48
H 0.751 -3.049 -4.886 1.06 -0.06 -0.64 0.20
H 2.209 -4.594 -6.034 1.52 -0.27 -1.71 0.23
```
Positions in Å, forces in eV/Å.